No. 1
{"formula": "C7H19ClN3OP", "method": "ωB97M-V/def2-TZVPD", "elements": ["Cl", "P", "O", "N", "N", "N", "C", "C", "C", "C", "C", "C", "C", "H", "H", "H", "H", "H", "H", "H", "H", "H", "H", "H", "H", "H", "H", "H", "H", "H", "H", "H"], "xyz": [[0.04033, 2.48154, -0.67691], [-1.17526, -0.10097, 0.15238], [0.38893, -0.29787, 0.60260], [-0.96877, 1.15406, -1.06718], [-2.22421, -1.14325, -0.10032], [-1.75031, 0.69868, 1.48451], [0.76394, -1.20388, 1.70814], [0.83703, -2.65635, 1.29934], [0.42566, 0.11167, -2.84873], [-0.97977, 0.73052, -2.46451], [2.04040, -0.60992, 2.33701], [-1.39105, 1.89350, -3.35802], [1.81520, 0.72202, 3.00350], [0.74642, -0.78130, -2.25572], [-1.25217, 1.54553, 1.75888], [1.76402, -3.08769, 1.59726], [2.49694, 1.10744, 3.73008], [0.20087, -0.12428, -3.92936], [1.70478, 1.43839, 2.29652], [0.79354, -2.76985, 0.17561], [-1.24105, 2.74215, -2.76015], [0.05203, -3.17742, 1.76486], [-2.30117, -1.57410, -1.00320], [2.71552, -0.68002, 1.54486], [2.15372, -1.38259, 3.03356], [-0.19916, -1.10799, 2.32695], [-2.64961, 1.11880, 1.34920], [0.92409, 0.79224, 3.46948], [1.16850, 0.74721, -2.66749], [-2.48952, 1.68362, -3.55853], [-1.63521, -0.09258, -2.74307], [-0.77467, 1.82271, -4.20158]], "total_charge": 0, "e_above_lowest_ev": 0.674, "gap_ev": 9.587, "fmax_ev_per_a": 5.0, "homo_energy_ev": -8.9, "energy_ha": -1319.1154, "smiles": "CC[C@H](C)O[P@@](=N)(N)N(Cl)C(C)C", "lumo_energy_ev": 0.68}



No. 2
{"formula": "C7H19HgINO3", "method": "ωB97M-V/def2-TZVPD", "elements": ["Hg", "I", "O", "O", "O", "N", "C", "C", "C", "C", "C", "C", "C", "H", "H", "H", "H", "H", "H", "H", "H", "H", "H", "H", "H", "H", "H", "H", "H", "H", "H", "H"], "xyz": [[0.26378, -2.01432, -6.43054], [-0.69559, -1.07537, -3.96422], [-2.23253, -0.84243, 1.55850], [-2.08543, 1.99195, -2.57707], [2.64724, -0.84689, 1.45622], [0.60179, 0.05561, -0.62306], [-3.43521, 2.03028, -2.12281], [-0.14158, -0.77086, 0.31917], [2.86591, 0.00316, 0.36816], [3.46424, -0.59890, 2.56898], [1.98852, -0.36246, -0.81063], [-1.78318, -0.29409, 2.80153], [-1.56998, -0.25726, 0.48036], [0.36387, -0.68425, 1.27869], [-0.74573, -0.58567, 2.98141], [2.64241, 1.04273, 0.63893], [3.21511, -1.33547, 3.32648], [3.23230, 0.36269, 3.05696], [-4.03106, 1.30788, -2.69167], [1.99619, -1.45020, -0.98619], [0.09699, 0.09742, -1.50514], [-1.58470, 0.83579, 0.56671], [-0.21810, -1.82987, 0.04760], [-3.57198, 1.85383, -1.05710], [4.51959, -0.52303, 2.29804], [3.91796, -0.03419, 0.06395], [-3.86361, 2.99355, -2.39401], [-2.12478, -0.46119, -0.44318], [-1.86711, 1.07852, -2.77375], [2.36579, 0.09874, -1.72326], [-1.76747, 0.79907, 2.70036], [-2.46367, -0.58476, 3.59060]], "total_charge": 1, "gap_ev": 3.326, "fmax_ev_per_a": 1.2, "homo_energy_ev": -11.9, "energy_ha": -1009.2949, "lumo_energy_ev": -8.57}



No. 3
{"formula": "C7H19N3O2", "method": "ωB97M-V/def2-TZVPD", "elements": ["O", "O", "N", "N", "N", "C", "C", "C", "C", "C", "C", "C", "H", "H", "H", "H", "H", "H", "H", "H", "H", "H", "H", "H", "H", "H", "H", "H", "H", "H", "H"], "xyz": [[-1.13980, -0.69692, -0.57434], [2.14522, -1.53634, 0.76762], [2.29178, 1.15382, 0.25653], [-1.44547, 1.47752, -0.08317], [-3.24351, -0.03558, -0.02368], [3.42922, -0.99689, 0.50333], [2.42738, 2.47966, -0.32516], [1.55857, -2.08205, -0.39800], [-3.68264, -1.40832, -0.17029], [3.32981, 0.28994, -0.29292], [-1.90491, 0.19751, -0.23684], [-4.10270, 0.91862, 0.61546], [-3.85001, 0.96516, 1.68963], [1.30119, -1.29656, -1.11317], [3.02616, 0.08081, -1.33992], [3.87757, -0.83368, 1.48310], [1.68208, 3.16769, 0.09213], [-2.01194, 2.27637, 0.15476], [-3.25218, -1.76890, -1.10365], [-5.15856, 0.53297, 0.52942], [2.26469, -2.80861, -0.85226], [-3.32228, -2.05952, 0.65495], [4.32672, 0.75539, -0.31326], [2.23130, 2.41906, -1.41104], [3.41275, 2.94773, -0.18603], [-4.01368, 1.91929, 0.12332], [0.66475, -2.63546, -0.11025], [2.41503, 1.23152, 1.26099], [4.06324, -1.71380, -0.03049], [-4.80037, -1.47106, -0.23980], [-0.44780, 1.59653, -0.05589]], "total_charge": 0, "e_above_lowest_ev": 0.000, "gap_ev": 9.743, "fmax_ev_per_a": 1.3, "homo_energy_ev": -8.9, "energy_ha": -592.8386, "smiles": "CN(C)C(N)=O.CNCCOC", "lumo_energy_ev": 0.83}



No. 4
{"formula": "C7H19N5", "method": "ωB97M-V/def2-TZVPD", "elements": ["N", "N", "N", "N", "N", "C", "C", "C", "C", "C", "C", "C", "H", "H", "H", "H", "H", "H", "H", "H", "H", "H", "H", "H", "H", "H", "H", "H", "H", "H", "H"], "xyz": [[0.69314, 0.43705, -0.11366], [-2.53010, -0.66700, -0.84602], [-1.36998, 1.00318, 1.86590], [-0.25446, -0.53025, -0.51295], [3.00411, 0.06943, 0.35052], [-0.01368, 1.76449, 0.06061], [-1.39582, 1.20942, 0.42793], [-0.30253, -3.05613, -0.04532], [-1.47390, -0.10194, -0.38348], [1.58103, 0.03993, 0.96016], [0.04465, 2.59985, -1.16948], [0.14141, -1.91701, -0.95809], [3.01499, -0.24831, -0.62716], [-0.15496, -2.07758, -1.99925], [-2.20611, 1.72655, -0.07365], [0.79387, 3.32618, -1.10135], [0.17231, -3.99219, -0.12941], [1.40859, -0.99695, 1.30361], [-2.32337, 1.02658, 2.28309], [-2.40084, -1.53182, -1.42862], [-3.45587, -0.43127, -0.67122], [0.42792, 1.94213, -2.00926], [1.26159, -1.85815, -0.99903], [3.28195, 1.12147, 0.39735], [-0.29858, -2.69920, 0.94840], [0.49393, 2.19502, 0.95009], [-0.86432, 3.08683, -1.34803], [-1.36046, -3.36054, -0.24305], [3.57234, -0.60816, 0.92215], [-1.07675, 1.81659, 2.29695], [1.58990, 0.71179, 1.89224]], "total_charge": 2, "e_above_lowest_ev": 1.891, "gap_ev": 10.278, "fmax_ev_per_a": 3.9, "homo_energy_ev": -16.8, "energy_ha": -551.2446, "smiles": "CC[N+]1=C(N)[C@@H](N)[C@H](C)N1C[NH3+]", "lumo_energy_ev": -6.57}



No. 5
{"formula": "C7H19NO", "method": "ωB97M-V/def2-TZVPD", "elements": ["O", "N", "C", "C", "C", "C", "C", "C", "C", "H", "H", "H", "H", "H", "H", "H", "H", "H", "H", "H", "H", "H", "H", "H", "H", "H", "H", "H"], "xyz": [[-0.77307, -2.14901, -2.86900], [-0.76080, 0.37271, -0.84198], [-1.49372, 1.66531, -0.93516], [1.44585, -2.30124, 1.51974], [0.40494, 0.02036, 1.46386], [-0.73729, -0.23456, 0.47677], [0.56457, 0.49404, -1.47584], [-1.27154, 2.70150, 0.16256], [1.69395, -0.81681, 1.30729], [1.11596, -2.57002, 2.52710], [0.95132, -0.51932, -1.62822], [0.00366, -0.19959, 2.45845], [2.33003, -2.90604, 1.32362], [-1.67489, 0.06204, 0.95422], [0.68927, 1.07167, 1.47702], [-1.46648, 3.71531, -0.17585], [-1.88176, 2.51412, 1.04749], [-0.24770, 2.64687, 0.52289], [-1.25433, 2.11644, -1.89534], [-0.43870, -2.62007, -2.09980], [0.68609, -2.71875, 0.85193], [1.29408, 1.03057, -0.86864], [2.38448, -0.48999, 2.08545], [2.15363, -0.64279, 0.34322], [-0.85837, -1.30845, 0.29904], [0.45152, 0.92272, -2.45777], [-2.54096, 1.36449, -1.00456], [-0.76971, -1.22152, -2.56850]], "total_charge": 0, "e_above_lowest_ev": 0.927, "gap_ev": 9.505, "fmax_ev_per_a": 2.0, "homo_energy_ev": -8.6, "energy_ha": -408.0711, "smiles": "CCCCN(C)CC.O", "lumo_energy_ev": 0.91}



No. 6
{"formula": "C7H19NO2", "method": "ωB97M-V/def2-TZVPD", "elements": ["O", "O", "N", "C", "C", "C", "C", "C", "C", "C", "H", "H", "H", "H", "H", "H", "H", "H", "H", "H", "H", "H", "H", "H", "H", "H", "H", "H", "H"], "xyz": [[-2.04201, -1.31382, 0.51915], [1.56361, -1.14662, 0.98043], [0.67580, -1.65811, 1.92890], [-1.02929, 0.10365, -1.16892], [3.24348, 0.25901, -0.20994], [-2.03674, 0.02342, -0.01875], [-1.61048, 0.93116, 1.13207], [-3.44707, 0.37455, -0.49897], [2.53662, 1.56067, -0.07609], [2.95276, -0.68740, -1.15391], [-2.33214, -1.91748, -0.17428], [-0.98920, 1.11542, -1.57171], [-3.48432, 1.39906, -0.86748], [-2.29856, 0.82091, 1.96905], [2.48255, -0.35961, -2.07445], [-1.31607, -0.56786, -1.98126], [0.96639, -2.58700, 2.22428], [2.05128, 1.62755, 0.89779], [3.25401, 2.38484, -0.13838], [-0.27798, -1.64961, 1.56810], [3.70545, -1.42813, -1.39502], [-0.61019, 0.66797, 1.46945], [1.87496, -1.43505, -0.09247], [-4.15806, 0.27078, 0.32015], [1.77935, 1.68629, -0.84870], [-0.04049, -0.17717, -0.80950], [3.95736, 0.02239, 0.56833], [-3.75651, -0.29129, -1.30745], [-1.61449, 1.97145, 0.80957]], "total_charge": 0, "e_above_lowest_ev": 3.352, "gap_ev": 9.080, "fmax_ev_per_a": 3.4, "homo_energy_ev": -8.3, "energy_ha": -483.2036, "smiles": "CC(C)(C)O.C=CC.NO", "lumo_energy_ev": 0.80}



Number 6 is which compound?
C7H19NO2